No. 1
14
Properties=species:S:1:pos:R:3:forces:R:3 method="wB97M-V/def2-TZVPD" e_lumo_ev=1.0 orbital_gap_ev=11.224 smiles=O[C@H]1CCCO1 de_lowest_kcal_mol=19.6 e_homo_ev=-10.244
O -1.227 1.148 -1.136 0.12 0.07 -0.11
C -0.602 1.047 0.126 0.02 -0.06 0.36
C -0.888 -0.320 0.733 -0.03 -0.04 0.04
C 0.109 -1.173 -0.052 0.06 -0.08 -0.04
C 1.321 -0.242 -0.118 0.14 -0.24 -0.02
O 0.795 1.092 -0.060 0.03 0.10 0.06
H -0.512 1.467 -1.702 -0.29 0.09 -0.14
H -0.878 1.899 0.759 0.02 -0.12 -0.12
H -1.930 -0.627 0.612 0.15 0.10 -0.03
H -0.638 -0.318 1.802 -0.06 0.07 -0.17
H 0.342 -2.129 0.422 -0.04 0.12 -0.06
H -0.286 -1.354 -1.057 0.10 -0.04 0.20
H 1.996 -0.372 0.739 -0.14 -0.04 -0.16
H 1.899 -0.363 -1.041 -0.08 0.06 0.19



No. 2
12
Properties=species:S:1:pos:R:3:forces:R:3 method="wB97M-V/def2-TZVPD" e_lumo_ev="-3.7 / -7.6" charge=+1 orbital_gap_ev="7.043 / 8.115" de_lowest_kcal_mol=159.4 multiplicity=3 s_squared=2.031 e_homo_ev="-10.741 / -15.693"
C -1.698 0.369 0.067 -4.19 3.49 4.70
C 0.151 -1.356 -0.302 -0.05 3.56 -1.07
C 0.737 -0.351 0.805 -1.68 -0.24 -3.99
C -0.690 -0.464 0.414 0.80 -0.20 -0.36
C 0.014 0.074 -1.065 4.00 -2.62 1.82
N 1.097 0.757 -0.142 -0.89 -2.08 -1.95
H -2.165 0.205 -0.876 -0.77 0.26 -0.34
H -1.824 1.299 0.756 -0.37 -1.81 -1.73
H -0.003 -2.307 -0.728 0.58 -1.22 -0.05
H 1.405 -0.541 1.542 1.43 -0.89 2.56
H 1.102 1.648 0.269 -0.93 1.95 0.48
H 1.875 0.665 -0.742 2.08 -0.22 -0.06



No. 3
21
Properties=species:S:1:pos:R:3:forces:R:3 method="wB97M-V/def2-TZVPD" e_lumo_ev=-3.3 charge=+1 orbital_gap_ev=10.473 de_lowest_kcal_mol=33.3 e_homo_ev=-13.787
N 0.200 0.110 -2.497 0.79 0.11 -0.27
C 0.595 0.276 -1.043 -0.80 1.39 -0.44
C 0.211 1.736 -0.675 1.31 -0.46 -0.08
C -0.410 -0.604 -0.304 -0.03 -0.94 -0.42
N -0.093 -1.253 0.800 0.14 -0.08 -0.11
C 1.172 -1.272 1.519 0.20 0.92 -0.29
O -1.514 -0.687 -0.847 0.03 0.10 0.03
H 0.364 0.980 -3.001 -0.28 0.13 -0.03
H 0.754 -0.589 -2.992 -0.17 -0.26 0.18
H -0.803 -0.156 -2.485 -0.16 -0.01 0.18
H 1.667 0.126 -0.988 0.00 -0.37 0.39
H -0.838 1.905 -0.865 -0.29 0.08 0.12
H 0.483 1.902 0.363 -0.32 0.04 0.21
H 0.833 2.440 -1.233 -0.15 -0.01 -0.14
H -0.875 -1.773 1.172 -0.01 0.12 0.31
H 2.018 -1.387 0.838 -0.13 -0.48 0.05
H 1.122 -2.060 2.255 0.21 -0.20 0.05
H 1.367 -0.323 2.028 -0.28 -0.12 0.19
H -1.489 0.707 2.657 0.10 -0.22 0.22
H -2.842 0.075 2.531 0.45 -0.43 0.27
O -1.921 -0.152 2.766 -0.63 0.67 -0.41



No. 4
75
Properties=species:S:1:pos:R:3:forces:R:3 method="wB97M-V/def2-TZVPD" e_lumo_ev="1.9 / 1.8" charge=-1 orbital_gap_ev="2.288 / 8.347" multiplicity=2 s_squared=0.750 e_homo_ev="-0.409 / -6.514"
O -6.702 -11.512 12.016 0.26 0.20 0.17
H -5.982 -10.940 12.284 0.31 0.13 0.01
H -6.904 -12.026 12.797 -0.38 -0.20 0.43
O -11.847 -12.109 15.328 0.94 0.40 1.03
H -11.881 -12.411 14.420 -0.45 -0.37 -1.25
H -12.692 -12.366 15.698 -0.89 -0.14 0.47
O -9.150 -15.523 13.094 0.77 -0.20 -0.88
H -8.660 -15.854 13.846 -0.02 -0.02 0.20
H -9.869 -15.022 13.478 -0.44 0.08 0.51
O -13.938 -14.846 12.016 -0.10 0.07 -0.16
H -13.720 -15.769 12.149 0.22 -0.44 0.33
H -14.639 -14.857 11.364 -0.37 0.05 -0.41
O -10.925 -14.751 14.960 0.27 -0.48 -0.04
H -11.028 -13.886 15.357 -0.18 0.65 0.23
H -11.324 -15.353 15.587 -0.17 -0.25 0.11
O -10.297 -15.464 8.830 0.02 -0.46 0.02
H -10.731 -15.148 8.038 -0.01 0.26 -0.20
H -11.007 -15.585 9.461 -0.15 0.02 0.22
O -8.953 -8.764 10.663 0.20 0.26 -0.28
H -9.175 -7.838 10.572 -0.19 0.26 -0.09
H -8.704 -8.863 11.582 -0.36 -0.20 0.56
O -7.536 -10.750 9.540 0.42 -0.19 -0.69
H -7.923 -9.892 9.712 -0.26 0.30 0.01
H -7.210 -11.041 10.392 -0.02 -0.18 0.28
O -10.959 -9.546 8.881 0.50 -0.10 -0.81
H -11.790 -9.732 9.320 -0.90 0.09 0.43
H -10.302 -9.608 9.574 0.41 0.06 0.34
O -10.423 -9.983 15.668 0.85 1.14 0.11
H -10.987 -10.752 15.586 -1.00 -1.24 -0.14
H -10.989 -9.311 16.049 -0.06 0.26 0.20
O -8.546 -13.208 8.490 0.04 -0.45 -0.45
H -8.152 -12.452 8.925 0.08 0.33 0.05
H -9.310 -12.852 8.036 -0.22 0.24 -0.29
O -15.286 -12.593 13.288 -0.76 0.55 -0.65
H -14.936 -12.598 14.178 0.29 -0.05 0.84
H -14.789 -13.271 12.830 0.19 -0.41 0.02
O -7.455 -14.020 10.731 0.34 -0.15 0.12
H -7.784 -14.413 11.539 -0.38 -0.38 0.35
H -6.922 -13.280 11.023 0.19 0.16 -0.02
O -9.346 -8.615 13.609 0.63 0.86 -0.98
H -8.413 -8.821 13.658 0.21 0.00 0.13
H -9.757 -9.207 14.238 -0.59 -0.60 0.65
O -7.847 -10.998 15.314 0.85 -0.48 -0.28
H -8.792 -10.891 15.421 -0.46 0.21 0.28
H -7.535 -10.131 15.054 0.03 0.16 0.15
O -10.828 -11.852 7.333 -0.23 -0.95 -0.60
H -10.888 -11.404 6.489 0.07 0.08 -0.14
H -10.877 -11.149 7.981 0.04 0.93 0.53
O -14.404 -10.105 12.394 0.07 1.10 -0.36
H -13.668 -10.082 13.005 0.27 -0.07 0.27
H -14.844 -10.935 12.579 -0.35 -0.98 0.32
C -15.403 -10.677 8.794 0.78 0.02 -0.49
C -14.488 -9.455 8.987 -0.43 0.59 0.39
C -15.247 -8.248 9.536 -0.13 -0.12 0.61
O -13.422 -9.716 9.915 -0.51 0.05 -1.32
H -15.907 -10.974 9.714 -0.02 0.29 0.13
H -14.821 -11.541 8.474 0.16 -0.01 -0.01
H -16.141 -10.499 8.012 -0.13 0.16 0.07
H -14.001 -9.045 8.102 0.00 -0.92 -0.50
H -14.607 -7.376 9.395 -0.19 0.15 0.30
H -15.407 -8.458 10.593 0.10 0.36 0.25
H -16.252 -8.038 9.171 0.12 -0.20 -0.61
H -13.849 -9.702 10.775 0.08 -0.41 1.07
C -11.698 -12.633 10.595 -1.34 0.21 -0.48
C -11.169 -12.832 11.982 2.63 0.82 -0.05
C -10.291 -11.660 12.456 -1.09 0.07 -0.17
O -12.207 -13.020 12.909 0.18 0.43 -0.35
H -11.018 -12.487 9.756 0.45 -0.47 0.47
H -12.398 -11.800 10.536 0.04 0.32 0.35
H -12.348 -13.489 10.412 0.15 -0.31 -0.52
H -10.477 -13.674 11.960 -0.23 -0.55 0.04
H -10.936 -10.784 12.385 0.25 0.45 -0.15
H -9.404 -11.555 11.831 -0.09 0.03 -0.02
H -10.011 -11.718 13.508 0.20 -0.38 -0.05
H -12.811 -13.619 12.466 -0.47 -0.44 0.36



Asked for E across the records above, the calculation gives -307.68123, -248.20514, -419.97238, -1688.15801 Eh in order.